(1)
A gas-phase ion, C4H9N2S2 (charge +1) in a non-equilibrium geometry, computed with ωB97M-V/def2-TZVPD.

As for the strongest force on any atom: 3.040 eV/A. The calculated total energy comes out at -1063.36979 a.u. The LUMO energy is -0.115 hartree. As for the SMILES: C[N@@H+]1C=CNC1(S)S. The HOMO energy is -13.1269 eV. For the relative energy (zero: lowest compared OMol25 entry of this formula, charge and spin), the calculation gives 59.4 kcal per mole. The value obtained for the gap between HOMO and LUMO is 10.002 eV.

ORCA input file:
```
! RIJCOSX wB97M-V def2-TZVPD def2/J DEFGRID3
* xyz 1 1
C 0.88663 -1.30020 -1.29454
C 1.23269 -1.15709 0.02010
C -0.84328 -0.00757 -0.38601
C 1.06090 1.16421 1.00042
N -0.26792 -0.63599 -1.61181
N 0.31172 -0.11767 0.65848
S -1.99081 -1.21113 0.37750
S -1.65654 1.61415 -0.76638
H 1.50969 -1.81602 -2.06658
H 2.11889 -1.25875 0.54025
H 2.02079 1.06573 0.40806
H 0.33331 1.95594 0.85967
H 1.24401 1.19259 2.03465
H -0.65570 -0.59345 -2.54892
H -0.19282 -0.32769 1.53018
H -2.58839 -0.33213 1.03485
H -2.52317 1.76506 0.21007
*
```

---

(2)
2 unconnected molecules or ions with the total composition C2H3NO3S in a non-equilibrium geometry, computed with ωB97M-V/def2-TZVPD.

As for the strongest force on any atom: 2.798 eV/A. The calculated total energy comes out at -756.41699 a.u. The LUMO energy (spin up / spin down) is -0.110 / -0.110 hartree. The HOMO energy (spin up / spin down) is -10.0790 / -10.0813 eV. For the relative energy (zero: lowest compared OMol25 entry of this formula, charge and spin), the calculation gives 162.6 kcal per mole. The value obtained for the gap between HOMO and LUMO (spin up / spin down) is 7.089 / 7.091 eV.

ORCA input file:
```
! RIJCOSX wB97M-V def2-TZVPD def2/J DEFGRID3
* xyz 0 1
C 1.75834 -0.82187 0.13415
C -0.82205 1.16456 0.74907
N 1.08772 0.24174 -0.40458
O 2.89285 -1.19644 -0.13311
O -3.25845 0.26852 -0.49660
O -1.62559 -1.35119 0.07460
S -1.91912 0.00833 -0.08925
H 1.17384 -1.53472 0.62760
H -0.94049 2.18907 0.24473
H 1.65294 1.03201 -0.70662
*
```